One molecule with the formula C7H10. Source: the Open Molecules 2025 dataset; level of theory: ωB97M-V with the def2-TZVPD basis set.

Last column: Mulliken charge in e.
Element x y z (Å)
C (-1.7462, -0.0479, -0.3990)  -0.58
C (-1.7661, 1.2724, 0.3328)  -0.50
C (-0.4172, 0.6944, 0.0345)  0.19
C (1.1071, -1.8716, -0.7068)  -0.76
C (1.3247, -1.2058, 0.4243)  -0.31
C (1.0763, 1.1894, -0.1645)  -0.82
C (0.6788, 0.0712, 0.7998)  -0.01
H (-2.1530, -0.1185, -1.4131)  0.27
H (-2.0994, -0.9081, 0.2153)  0.24
H (-2.0569, 2.0974, -0.3261)  0.21
H (-2.1646, 1.3550, 1.3470)  0.27
H (0.2753, -1.6119, -1.3629)  0.23
H (1.7560, -2.6907, -0.9917)  0.26
H (2.1954, -1.3913, 1.0543)  0.33
H (1.5507, 0.9163, -1.1165)  0.28
H (1.7263, 1.9508, 0.3586)  0.29
H (0.7218, 0.3671, 1.8455)  0.41

Properties
* HOMO level: -8.9 eV
* HOMO-LUMO gap: 10.015 eV
* energy above the lowest of the compared OMol25 structures with the same formula, charge and spin: 3.793 eV

=====

An isolated ion of composition C3H3N4O3 and charge -1. Source: the Open Molecules 2025 dataset; level of theory: ωB97M-V with the def2-TZVPD basis set.

Last column: Mulliken charge in e.
Element x y z (Å)
C (1.1389, 0.5596, 1.7298)  0.43
C (0.6305, -1.2083, -1.4480)  0.00
C (-2.0225, 0.9336, -0.3933)  0.61
N (2.2514, 0.6139, 2.1361)  -0.44
N (-0.0267, 0.5677, 1.3772)  -0.49
N (-0.4154, -0.8377, -0.7233)  -0.01
N (-0.5086, 0.4777, -0.3020)  -0.06
O (-2.0751, 2.0677, -0.0357)  -0.62
O (1.7076, -0.6347, -1.6056)  -0.55
O (-2.7263, 0.1010, -0.8909)  -0.69
H (0.4833, -2.2416, -1.8832)  0.28
H (2.8528, 0.8895, 2.8882)  0.23
H (-1.2900, -1.2883, -0.8494)  0.31

Properties
* HOMO level: -5.0 eV
* charge: -1
* HOMO-LUMO gap: 8.751 eV
* energy above the lowest of the compared OMol25 structures with the same formula, charge and spin: 1.367 eV

=====

C39H43As2MnN7O10 as an isolated structure. Source: the Open Molecules 2025 dataset; level of theory: ωB97M-V with the def2-TZVPD basis set.

Last column: Mulliken charge in e.
Element x y z (Å)
Mn (0.0206, 0.0323, 0.1461)  0.34
O (-4.0690, 0.1661, 1.3617)  -0.81
C (-2.8675, 0.3504, 1.1476)  0.31
N (-2.1100, -0.0929, 0.1348)  -0.11
C (-2.6784, -0.8781, -0.8888)  0.23
C (-4.0318, -1.2256, -1.0161)  -0.93
C (-4.4750, -1.9773, -2.0928)  -0.80
C (-3.5874, -2.3763, -3.0770)  -0.81
C (-2.2492, -2.0354, -2.9717)  -0.64
C (-1.7769, -1.3087, -1.8747)  0.78
N (-0.4275, -0.9032, -1.7210)  0.24
C (0.5001, -1.6267, -2.3727)  0.02
O (0.3532, -2.7096, -2.9465)  -0.76
C (1.8658, -0.9994, -2.4829)  0.43
C (2.6769, -1.4016, -3.5378)  -0.88
C (3.9446, -0.8655, -3.6552)  -0.54
C (4.3707, 0.0253, -2.6841)  -1.32
C (3.4977, 0.3535, -1.6623)  -0.20
N (2.2534, -0.1175, -1.5637)  0.54
C (-2.1478, 1.2290, 2.1309)  0.46
C (-2.7289, 1.4727, 3.3694)  -0.68
C (-2.0978, 2.3305, 4.2458)  -0.64
C (-0.9318, 2.9591, 3.8253)  -1.07
C (-0.4345, 2.6559, 2.5736)  -0.57
N (-1.0064, 1.7786, 1.7418)  0.32
H (-4.7291, -0.9022, -0.2659)  0.51
H (-5.5245, -2.2384, -2.1668)  0.41
H (-3.9270, -2.9631, -3.9238)  0.40
H (-1.5586, -2.3372, -3.7425)  0.44
H (2.2868, -2.1281, -4.2358)  0.60
H (4.5978, -1.1423, -4.4746)  0.51
H (5.3638, 0.4571, -2.7113)  0.49
H (3.8299, 1.0208, -0.8804)  0.48
H (-3.6613, 0.9846, 3.6091)  0.42
H (-2.5040, 2.5217, 5.2312)  0.44
H (-0.4150, 3.6734, 4.4548)  0.49
H (0.4586, 3.1538, 2.2160)  0.68
C (-3.9732, -2.6927, 3.2418)  -0.73
O (-3.0626, -3.1744, 2.2401)  0.01
C (-1.8523, -2.6612, 2.2296)  -0.07
O (-1.4864, -1.7728, 2.9716)  -0.68
C (-0.9038, -3.2717, 1.2434)  -0.80
C (-1.1116, -4.4214, 0.6068)  1.44
As (-0.0464, -5.2172, -0.8410)  0.77
C (0.4658, -6.7584, 0.2980)  -1.20
C (1.6860, -4.2867, -0.6251)  0.80
C (1.9832, -3.2786, 0.1942)  -0.25
As (0.7002, -2.1604, 1.1846)  3.12
C (1.3545, -2.7175, 2.9502)  -1.64
C (3.3387, -2.7174, 0.4631)  -1.10
O (3.4881, -1.5947, 0.8901)  -0.17
O (4.3482, -3.5772, 0.3901)  -0.30
C (5.6496, -3.0255, 0.6119)  -0.80
C (2.5784, -4.9135, -1.6646)  0.02
O (2.3675, -6.0378, -2.0543)  -0.62
O (3.5005, -4.1357, -2.2176)  -0.16
C (4.2067, -4.7221, -3.3158)  -0.91
C (-2.2176, -5.3794, 0.9539)  -0.44
O (-2.3855, -5.8775, 2.0329)  -0.57
O (-2.9080, -5.7109, -0.1500)  -0.26
C (-3.9524, -6.6823, -0.0068)  -0.89
H (-4.8540, -3.3207, 3.1513)  0.22
H (-4.2283, -1.6564, 3.0466)  0.15
H (-3.5280, -2.7955, 4.2293)  0.33
H (-0.4229, -7.3514, 0.5168)  0.37
H (0.8991, -6.4112, 1.2342)  0.38
H (1.1832, -7.3691, -0.2421)  0.41
H (1.1742, -3.7841, 3.0464)  0.47
H (0.8211, -2.1811, 3.7285)  0.36
H (2.4213, -2.5148, 3.0227)  0.53
H (6.3540, -3.7839, 0.2851)  0.28
H (5.7980, -2.8036, 1.6680)  0.30
H (5.7798, -2.1097, 0.0395)  0.29
H (4.9278, -3.9753, -3.6344)  0.25
H (3.5185, -4.9633, -4.1237)  0.32
H (4.7131, -5.6338, -3.0072)  0.35
H (-3.9761, -7.2521, -0.9315)  0.26
H (-4.9013, -6.1695, 0.1388)  0.28
H (-3.7578, -7.3330, 0.8403)  0.39
C (2.2451, 5.1362, -0.1477)  -0.72
C (1.6045, 4.1246, -1.0738)  -0.61
N (1.1854, 2.9936, -0.2702)  0.45
C (1.9623, 2.4298, 0.7124)  -1.38
N (1.6492, 1.2553, 1.1752)  1.79
C (2.3487, 0.7935, 2.3643)  -0.73
C (3.8107, 1.1990, 2.3362)  -0.39
C (3.8842, 2.7057, 2.2309)  -1.07
N (2.9750, 3.2138, 1.2060)  0.58
C (3.3931, 4.4586, 0.5691)  -0.76
H (1.5029, 5.4735, 0.5789)  0.29
H (2.6119, 5.9989, -0.7026)  0.38
H (2.3130, 3.8293, -1.8583)  0.30
H (0.7259, 4.5439, -1.5587)  0.42
H (0.5181, 2.3717, -0.6623)  -0.13
H (2.2631, -0.2849, 2.4067)  -0.39
H (1.8641, 1.1999, 3.2629)  0.58
H (4.2802, 0.7247, 1.4719)  0.03
H (4.3287, 0.8705, 3.2382)  0.49
H (4.8973, 3.0241, 1.9757)  0.49
H (3.6309, 3.1629, 3.1926)  0.31
H (4.2067, 4.2618, -0.1418)  0.33
H (3.7922, 5.1112, 1.3467)  0.46

Properties
* <S²>: 0.757
* HOMO level (spin up / spin down): -6.6 / -6.6 eV
* 2S+1: 2
* HOMO-LUMO gap (spin up / spin down): 6.305 / 6.296 eV
* energy above the lowest of the compared OMol25 structures with the same formula, charge and spin: 2.569 eV

=====

A 2-piece molecular cluster, C17H24BrClFN2O2 overall. Source: the Open Molecules 2025 dataset; level of theory: ωB97M-V with the def2-TZVPD basis set.

Last column: Mulliken charge in e.
Element x y z (Å)
Cl (7.0719, 10.0776, -2.6376)  -0.10
C (7.5891, 9.6376, -0.9415)  -0.41
N (6.3840, 9.2210, -0.1058)  -0.12
C (5.3250, 10.3555, 0.0105)  -0.47
C (4.1938, 9.8502, 0.8640)  -0.63
N (4.3990, 8.4572, 1.3518)  -0.13
F (0.8815, 8.2852, 3.5478)  -0.30
C (5.6379, 8.4269, 2.1282)  -0.62
C (6.8424, 8.8530, 1.3160)  -0.56
C (4.5105, 7.6192, 0.1486)  -0.57
C (5.6619, 7.9957, -0.7359)  -0.63
H (8.2588, 8.7457, -0.9717)  0.39
H (8.0224, 10.5339, -0.4367)  0.39
H (5.8023, 11.2301, 0.4607)  0.38
H (4.9852, 10.5993, -0.9983)  0.43
H (4.0460, 10.4464, 1.7697)  0.36
H (3.2600, 9.7870, 0.2956)  0.29
H (5.4427, 9.1042, 2.9663)  0.38
H (5.7168, 7.3946, 2.4817)  0.33
H (7.5586, 8.0303, 1.2542)  0.41
H (7.3091, 9.7320, 1.7709)  0.41
H (4.5788, 6.5916, 0.5227)  0.34
H (3.5494, 7.7783, -0.3573)  0.36
H (5.3120, 8.2918, -1.7276)  0.44
H (6.3769, 7.1731, -0.8176)  0.37
C (3.7695, 7.0472, 7.5557)  -1.26
C (2.3610, 6.8548, 7.0793)  -0.17
O (2.3933, 7.0370, 5.6614)  -0.24
C (1.1458, 6.7313, 5.1469)  0.38
C (1.2198, 6.8402, 3.6155)  0.30
C (-0.0563, 6.7070, 2.8229)  0.40
C (-1.2960, 6.3852, 3.4263)  -0.73
C (-2.3620, 6.2591, 2.5832)  -0.51
C (-2.2775, 6.6136, 1.2451)  0.11
Br (-3.7927, 6.4212, 0.1509)  -0.18
C (-1.0865, 7.1211, 0.6701)  -0.56
C (-0.0053, 7.1846, 1.4633)  -0.31
O (0.2043, 6.5754, 5.9620)  -0.61
H (3.7284, 7.0010, 8.6404)  0.40
H (4.4200, 6.2326, 7.2104)  0.30
H (4.1747, 8.0227, 7.2580)  0.30
H (1.9942, 5.8363, 7.2839)  0.33
H (1.6765, 7.6161, 7.4769)  0.32
H (2.2597, 6.5556, 3.2915)  0.30
H (-1.2041, 6.1711, 4.4903)  0.56
H (-3.2568, 5.8554, 3.0304)  0.42
H (-1.0025, 7.4163, -0.3509)  0.46
H (0.9172, 7.5931, 1.0369)  0.28

Properties
* HOMO level: -10.3 eV
* charge: +1
* HOMO-LUMO gap: 7.475 eV
* energy above the lowest of the compared OMol25 structures with the same formula, charge and spin: 0.000 eV

=====

An isolated ion of composition C3H6BrN2 and charge +1. Source: the Open Molecules 2025 dataset; level of theory: ωB97M-V with the def2-TZVPD basis set.

Last column: Mulliken charge in e.
Element x y z (Å)
C (-1.0453, -0.9035, 0.3237)  -0.12
C (1.1152, -0.6434, 0.3060)  -0.41
C (-0.8529, 0.5145, -0.3290)  -0.30
N (0.0249, -1.4508, 0.5735)  -0.26
N (0.5894, 0.5054, -0.5272)  -0.06
Br (-1.4535, 1.8948, 0.7922)  0.02
H (-1.9627, -1.2495, 0.8073)  0.41
H (1.5793, -0.2087, 1.2002)  0.30
H (1.8404, -1.1402, -0.2321)  0.39
H (-1.4463, 0.6572, -1.2692)  0.37
H (0.9877, 1.3209, -0.1612)  0.34
H (0.6238, 0.7034, -1.4843)  0.34

Properties
* HOMO level: -15.0 eV
* charge: +1
* HOMO-LUMO gap: 11.189 eV
* energy above the lowest of the compared OMol25 structures with the same formula, charge and spin: 1.312 eV

=====

C10H10BBrF4Sc as an isolated structure. Source: the Open Molecules 2025 dataset; level of theory: ωB97M-V with the def2-TZVPD basis set.

Last column: Mulliken charge in e.
Element x y z (Å)
C (-1.1869, -0.7659, -1.8506)  -0.45
C (-1.2316, -1.7706, -0.8326)  -0.42
C (-1.9537, -1.2269, 0.2870)  -0.49
H (-0.7574, -2.7569, -0.8755)  0.37
C (-2.3527, 0.1034, -0.0393)  -0.33
C (-1.8699, 0.4022, -1.3585)  -0.54
H (-1.9761, 1.3666, -1.8729)  0.43
H (-0.6906, -0.8646, -2.8226)  0.55
H (-2.1171, -1.7242, 1.2470)  0.44
H (-2.9091, 0.7914, 0.6100)  0.43
Sc (-0.0037, -0.0416, 0.0425)  0.30
Br (0.9197, -2.0962, 1.5237)  -0.57
C (1.9826, 1.1643, 0.3669)  -0.56
C (1.1608, 1.9411, -0.5013)  -0.45
C (1.0032, 1.1983, -1.7328)  -0.44
H (0.6840, 2.9038, -0.2642)  0.37
C (1.7105, -0.0408, -1.5970)  -0.51
C (2.3379, -0.0493, -0.3130)  -0.39
H (2.9497, -0.8616, 0.0959)  0.56
H (2.2545, 1.4140, 1.3985)  0.37
H (0.4005, 1.5184, -2.5940)  0.54
H (1.7566, -0.8545, -2.3313)  0.45
F (-0.1065, 0.2386, 1.9869)  -0.25
B (-0.0004, 0.0011, 3.6410)  0.49
F (1.3123, -0.1099, 3.8992)  -0.30
F (-0.5371, 1.2256, 3.8389)  -0.32
F (-0.8082, -1.0401, 3.8992)  -0.30

Properties
* HOMO level: -4.6 eV
* charge: -1
* HOMO-LUMO gap: 7.139 eV
* energy above the lowest of the compared OMol25 structures with the same formula, charge and spin: 0.000 eV

=====

C3H3CoO3 as an isolated structure. Source: the Open Molecules 2025 dataset; level of theory: ωB97M-V with the def2-TZVPD basis set.

Last column: Mulliken charge in e.
Element x y z (Å)
O (-1.7820, 0.4322, 0.9592)  -0.15
Co (0.9551, 2.5456, -0.5360)  1.39
O (-0.2963, 2.1187, 0.7570)  -0.44
C (-0.8451, 1.1475, 1.1852)  0.91
O (0.5898, -0.4623, 0.2261)  -0.10
C (1.5466, 0.1691, -0.4261)  0.18
H (2.1090, -0.5559, -1.0396)  0.51
C (-0.6442, -1.3508, -0.3227)  -0.06
H (-0.0848, -2.1696, -0.7761)  0.33
H (-1.5482, -1.8747, -0.0270)  0.41

Properties
* <S²>: 8.769
* HOMO level (spin up / spin down): -25.2 / -27.5 eV
* charge: +3
* 2S+1: 6
* HOMO-LUMO gap (spin up / spin down): 7.481 / 7.673 eV

=====

So what do the calculations give for strongest force on any atom? Going down the list: 2.1; 3.0; 1.0; 4.4; 3.2; 2.2; 8.7 eV/A.